No. 1
A molecular structure, C15H20F4N4O2Tl, computed with ωB97M-V with the def2-TZVPD basis set.

The geometry in ORCA input format:
```
! wB97M-V def2-TZVPD RIJCOSX def2/J DEFGRID3
* xyz 1 1
Tl 0.79 0.30 -0.40
C 1.39 -1.78 3.65
C 1.51 -1.20 2.25
N 0.47 -0.20 1.88
C 0.44 0.98 2.78
C 1.78 1.68 2.89
C -0.89 -0.79 1.80
C -1.02 -1.81 0.68
N -0.60 -1.22 -0.59
C -0.81 -1.85 -1.80
C -0.61 -1.15 -2.99
F -0.16 0.14 -2.90
C -0.81 -1.69 -4.24
F -0.58 -0.92 -5.31
C -1.26 -2.98 -4.38
C -1.47 -3.70 -3.23
F -1.89 -4.96 -3.30
C -1.24 -3.17 -1.97
F -1.44 -3.97 -0.90
H 2.20 -2.49 3.80
H 0.46 -2.32 3.80
H 1.48 -1.01 4.42
H 1.47 -2.00 1.51
H 2.48 -0.71 2.13
H 0.09 0.66 3.77
H -0.30 1.66 2.37
H 2.52 1.09 3.44
H 1.65 2.62 3.43
H 2.20 1.92 1.91
H -1.58 0.03 1.62
H -1.17 -1.26 2.75
H -2.07 -2.10 0.62
H -0.46 -2.72 0.92
H -1.43 -3.42 -5.36
O 3.01 3.37 -1.71
C 2.74 2.33 -1.26
N 2.54 1.25 -0.75
C -0.41 3.40 -2.16
C -1.02 3.09 -0.83
N -1.96 3.91 -0.38
O -0.66 2.12 -0.13
H -1.02 4.09 -2.74
H -0.28 2.48 -2.73
H 0.57 3.85 -2.00
H -2.27 4.70 -0.91
H -2.37 3.74 0.53
*
```

Summary:
Gap between HOMO and LUMO ... 7.961 eV
Calculated total energy ... -1524.8042 Ha
Energy relative to the best compared isomer or geometry (same formula, charge and spin) ... 0.2 kJ/mol
E_LUMO ... -3.379 eV

How positive or negative is each atom? The Mulliken charges in e answer that: 1.39 -1.29 -0.66 0.02 -0.69 -1.20 -1.40 -0.60 -0.11 0.15 0.28 -0.15 -0.34 -0.29 -0.38 -0.10 -0.29 0.81 -0.29 0.44 0.30 0.28 0.47 0.51 0.53 0.49 0.32 0.43 0.22 0.44 0.54 0.58 0.42 0.52 -0.48 0.76 -0.62 -1.01 0.80 -0.39 -0.66 0.42 0.14 0.23 0.21 0.24



No. 2
A molecular structure, C15H20F6MoO, computed with ωB97M-V with the def2-TZVPD basis set.

The geometry in ORCA input format:
```
! wB97M-V def2-TZVPD RIJCOSX def2/J DEFGRID3
* xyz 0 1
Mo -0.41 0.19 -0.58
C -0.78 0.84 1.62
C -0.58 -0.55 1.66
C -1.57 -1.17 0.83
C -2.45 -0.13 0.37
C -1.94 1.12 0.81
C -2.59 2.46 0.65
C -3.75 -0.35 -0.35
C -1.77 -2.64 0.67
C 0.54 -1.29 2.32
C 0.07 1.89 2.28
H -3.28 2.66 1.47
H -3.14 2.51 -0.28
H -1.85 3.25 0.63
H -4.56 -0.52 0.36
H -3.69 -1.21 -1.01
H -4.01 0.52 -0.95
H -2.39 -3.05 1.47
H -0.82 -3.17 0.68
H -2.26 -2.87 -0.28
H 0.17 -1.86 3.18
H 1.31 -0.61 2.68
H 1.01 -1.99 1.63
H -0.38 2.22 3.22
H 0.17 2.76 1.63
H 1.07 1.52 2.49
C 2.63 0.83 -2.48
C 2.65 -0.01 -1.21
O 1.53 0.17 -0.43
C 2.73 -1.51 -1.58
F 1.65 -1.84 -2.33
F 2.71 -2.30 -0.50
F 3.81 -1.81 -2.30
C 3.86 0.40 -0.34
F 3.94 -0.29 0.80
F 3.74 1.70 0.00
F 5.02 0.26 -0.99
H 1.73 0.59 -3.05
H 3.50 0.65 -3.10
H 2.59 1.88 -2.20
C -1.31 0.41 -2.17
H -2.07 0.85 -2.80
H -0.83 -0.55 -2.52
*
```

Summary:
Gap between HOMO and LUMO (spin up / spin down) ... 7.743 / 7.745 eV
Calculated total energy ... -1326.1914 Ha
Energy relative to the best compared isomer or geometry (same formula, charge and spin) ... 27.9 kJ/mol
E_LUMO (spin up / spin down) ... 0.258 / 0.255 eV

How positive or negative is each atom? The natural (NBO) charges in e answer that: 0.79 -0.09 -0.03 -0.08 -0.06 0.00 -0.64 -0.62 -0.63 -0.64 -0.63 0.21 0.22 0.22 0.22 0.22 0.22 0.22 0.23 0.22 0.22 0.23 0.24 0.22 0.23 0.23 -0.65 0.11 -0.73 0.96 -0.32 -0.31 -0.32 0.96 -0.31 -0.32 -0.32 0.24 0.23 0.24 -0.63 0.21 0.22



No. 3
2 unconnected molecules or ions with the total composition C15H20F9N4O3S in a non-equilibrium geometry, computed with ωB97M-V with the def2-TZVPD basis set.

The geometry in ORCA input format:
```
! wB97M-V def2-TZVPD RIJCOSX def2/J DEFGRID3
* xyz 1 1
C -1.98 0.55 3.72
N -2.71 -0.40 2.81
C -3.92 -0.62 3.44
N -4.95 0.11 3.16
N -6.18 0.04 3.83
C -6.95 -0.85 3.45
S -7.91 -1.98 3.06
N -3.96 -1.66 4.35
C -3.04 -2.64 3.69
C -2.16 -1.80 2.68
C -0.66 -2.01 2.80
C 0.12 -1.82 1.47
C 0.99 -0.56 1.41
F 2.25 -0.89 1.81
F 0.55 0.39 2.28
C 1.15 0.13 0.02
F 1.60 1.38 0.25
F 2.08 -0.51 -0.70
C -0.16 0.28 -0.83
F -0.10 1.43 -1.50
F -1.22 0.34 0.01
C -0.40 -0.86 -1.89
F -1.70 -1.05 -2.01
F 0.08 -0.51 -3.05
F 0.15 -2.01 -1.52
H -2.71 1.13 4.30
H -1.40 1.25 3.14
H -1.36 0.02 4.44
H -4.86 0.84 2.46
H -3.64 -1.32 5.26
H -2.47 -3.16 4.46
H -3.68 -3.31 3.13
H -2.50 -2.14 1.70
H -0.23 -1.42 3.60
H -0.55 -3.06 3.08
H -0.59 -1.87 0.66
H 0.83 -2.65 1.38
C 2.90 2.55 -2.73
C 4.39 2.63 -2.97
O 4.82 1.66 -3.94
C 4.60 1.98 -5.21
O 4.09 3.00 -5.60
O 5.03 0.98 -5.97
C 4.82 1.17 -7.38
H 2.62 1.53 -2.45
H 2.61 3.22 -1.92
H 2.34 2.82 -3.62
H 4.95 2.39 -2.07
H 4.69 3.63 -3.30
H 5.23 2.13 -7.70
H 3.76 1.13 -7.61
H 5.35 0.36 -7.87
*
```

Summary:
Gap between HOMO and LUMO ... 7.979 eV
Calculated total energy ... -2325.0005 Ha
E_LUMO ... -4.076 eV

How positive or negative is each atom? The natural (NBO) charges in e answer that: -0.42 -0.44 0.72 -0.31 -0.37 0.18 0.33 -0.64 -0.24 -0.06 -0.41 -0.48 0.65 -0.32 -0.33 0.59 -0.29 -0.29 0.55 -0.28 -0.32 0.92 -0.30 -0.27 -0.31 0.21 0.25 0.21 0.45 0.42 0.23 0.22 0.21 0.23 0.24 0.23 0.26 -0.64 -0.07 -0.50 0.98 -0.65 -0.49 -0.26 0.20 0.22 0.23 0.19 0.20 0.20 0.19 0.20



No. 4
A molecular structure, C15H20IrN3O3PS in a non-equilibrium geometry, computed with ωB97M-V with the def2-TZVPD basis set.

The geometry in ORCA input format:
```
! wB97M-V def2-TZVPD RIJCOSX def2/J DEFGRID3
* xyz 3 1
Ir -0.69 -0.50 0.37
C -6.35 -0.50 6.52
C -5.22 -0.39 5.55
C -5.44 -0.51 4.17
C -4.40 -0.44 3.28
C -3.11 -0.24 3.77
C -2.85 -0.07 5.15
C -3.92 -0.15 6.01
S -1.80 -0.07 2.73
O -2.17 0.61 1.40
O -0.61 0.38 3.34
N -1.46 -1.51 1.83
C -0.28 -2.32 2.06
C 0.07 -3.22 3.02
C 1.29 -3.87 2.82
C 2.09 -3.59 1.72
C 1.68 -2.65 0.79
N 0.50 -2.04 0.99
H -7.20 -1.04 6.09
H -6.70 0.50 6.78
H -6.03 -0.97 7.45
H -6.45 -0.65 3.81
H -4.59 -0.53 2.22
H -1.85 0.12 5.51
H -3.75 -0.02 7.08
H -0.57 -3.43 3.86
H 1.62 -4.61 3.54
H 3.04 -4.10 1.58
H 2.26 -2.38 -0.08
O 1.33 1.24 -0.85
N 0.52 0.55 -0.57
C -1.28 -0.94 -2.96
P -2.18 -0.70 -1.42
C -3.16 0.79 -1.53
C -3.20 -2.13 -1.07
H -2.05 -1.02 -3.74
H -0.69 -1.85 -2.95
H -0.66 -0.08 -3.19
H -4.01 0.56 -2.19
H -2.59 1.60 -1.97
H -3.55 1.10 -0.56
H -3.91 -2.22 -1.90
H -3.75 -1.99 -0.14
H -2.61 -3.04 -1.01
*
```

Summary:
Gap between HOMO and LUMO ... 5.374 eV
Calculated total energy ... -1816.2752 Ha
E_LUMO ... -12.667 eV

How positive or negative is each atom? The natural (NBO) charges in e answer that: 0.90 -0.66 0.15 -0.20 -0.15 -0.42 -0.11 -0.21 2.22 -0.87 -0.84 -0.76 0.33 -0.22 -0.04 -0.22 0.10 -0.51 0.25 0.27 0.26 0.25 0.23 0.26 0.26 0.28 0.28 0.29 0.25 0.08 0.37 -0.99 1.46 -1.00 -0.99 0.31 0.29 0.28 0.31 0.29 0.30 0.31 0.29 0.29



No. 5
A molecular structure, C15H20N2O5PbS5 in a non-equilibrium geometry, computed with ωB97M-V with the def2-TZVPD basis set.

The geometry in ORCA input format:
```
! wB97M-V def2-TZVPD RIJCOSX def2/J DEFGRID3
* xyz 0 1
Pb -0.10 -0.54 0.01
C 2.69 0.70 -2.31
C 1.56 1.23 -3.17
S 0.02 0.25 -2.99
C -1.21 1.60 -3.28
C -2.55 1.30 -2.63
S -2.53 1.16 -0.81
C -2.32 2.95 -0.36
C -1.64 3.14 0.98
S 0.05 2.47 1.17
C 0.90 3.27 -0.25
C 2.34 2.82 -0.35
S 2.55 0.99 -0.51
H 3.64 1.13 -2.63
H 2.73 -0.39 -2.38
H 1.86 1.16 -4.21
H 1.34 2.27 -2.94
H -1.35 1.69 -4.36
H -0.79 2.54 -2.92
H -2.91 0.33 -2.96
H -3.27 2.06 -2.91
H -3.32 3.37 -0.28
H -1.78 3.46 -1.16
H -2.20 2.61 1.76
H -1.59 4.20 1.23
H 0.86 4.35 -0.09
H 0.35 3.01 -1.15
H 2.88 3.07 0.56
H 2.84 3.29 -1.20
O 3.46 -1.64 2.99
C 2.34 -1.47 2.28
O 2.35 -1.31 1.08
C 1.10 -1.50 3.09
C 1.10 -1.82 4.44
C -0.12 -1.86 5.11
C -1.27 -1.55 4.41
C -1.18 -1.23 3.05
N -0.02 -1.22 2.42
C -2.45 -0.87 2.24
O -3.47 -0.66 2.89
O -2.30 -0.80 1.00
H 4.23 -1.62 2.40
H 2.02 -2.03 4.95
H -0.16 -2.11 6.16
H -2.25 -1.55 4.86
O 1.98 -2.27 -2.54
S 1.02 -3.18 -1.89
N 0.10 -2.60 -0.88
*
```

Summary:
Gap between HOMO and LUMO ... 7.017 eV
Calculated total energy ... -3253.1214 Ha
Energy relative to the best compared isomer or geometry (same formula, charge and spin) ... 96.1 kJ/mol
E_LUMO ... -0.300 eV

How positive or negative is each atom? The natural (NBO) charges in e answer that: 1.27 -0.56 -0.51 0.22 -0.52 -0.54 0.27 -0.53 -0.53 0.20 -0.53 -0.54 0.22 0.22 0.30 0.23 0.20 0.22 0.20 0.24 0.23 0.23 0.21 0.25 0.22 0.22 0.21 0.23 0.23 -0.67 0.77 -0.58 0.06 -0.19 -0.17 -0.18 0.13 -0.47 0.74 -0.66 -0.81 0.51 0.24 0.23 0.26 -0.98 1.42 -1.20